*w*
21
Properties=species:S:1:pos:R:3:nbo_charge:R:1 method="wB97M-V/def2-TZVPD" smiles="C/P=C1/C=NCC[C@@H]1C" orbital_gap_ev=8.38 homo_ev=-8.6 lumo_energy_ev=-0.25 total_charge=0
N -0.809 -0.172 -2.359 -0.4030
C -1.052 0.746 -1.516 0.0320
C 0.160 -1.185 -2.101 -0.2690
P -0.753 2.411 0.557 0.7288
C 0.278 2.444 2.136 -0.9989
H -1.721 1.662 -1.939 0.1873
H 1.250 3.025 1.949 0.2449
H -0.506 -2.124 -2.089 0.2112
H -0.920 -1.384 1.979 0.2297
H 1.611 -0.032 -1.147 0.2136
C -0.562 0.855 -0.144 -0.4532
H -0.072 -2.496 0.646 0.2184
H -1.692 -1.524 0.526 0.2208
C -0.607 -1.537 0.926 -0.6474
H 1.722 -1.923 -0.749 0.2088
H -0.205 2.777 3.071 0.2457
H 1.058 -0.181 1.238 0.2178
H 0.689 -1.481 -3.004 0.2140
H 0.716 1.518 2.594 0.2347
C 0.308 -0.516 0.352 -0.2197
C 1.108 -0.884 -0.925 -0.4166

*x*
21
Properties=species:S:1:pos:R:3:nbo_charge:R:1 method="wB97M-V/def2-TZVPD" smiles="CC/N=c1/c(C)c1PC" orbital_gap_ev=9.06 homo_ev=-8.2 lumo_energy_ev=0.87 total_charge=0
H 3.512 -0.496 1.928 0.2267
H -1.273 3.363 1.517 0.2402
H 1.648 1.572 2.325 -0.0365
C -1.020 -2.243 -2.281 -0.5992
H -2.785 2.769 0.631 0.2367
H -0.496 -3.103 -2.321 0.1981
C -1.074 1.324 0.765 -0.0200
C -0.002 0.560 1.080 -0.3791
H 0.825 -1.410 -1.028 0.1584
H 0.456 -0.765 -2.581 0.1908
H 2.395 -1.209 0.719 0.2314
N -0.880 -0.073 -1.402 -0.4899
C -1.900 2.434 1.353 -0.6769
C -0.052 -1.192 -1.787 -0.2225
C 2.750 -0.364 1.254 -0.8820
H -2.506 2.086 2.330 0.2459
H -1.698 -2.246 -1.473 0.2110
P 1.264 0.278 2.217 0.5936
H -1.532 -2.020 -3.302 0.2154
H 3.084 0.203 0.393 0.2260
C -0.716 0.531 -0.337 0.3320

List of relative energies, unit kJ/mol: *w* 0.0; *x* 132.5